{
  "formula": "C2H9B4NO4Tl",
  "method": "the ωB97M-V functional and the def2-TZVPD basis",
  "lumo_energy_ev": -17.40,
  "charge": 3,
  "homo_ev": -20.9834,
  "species": ["Tl", "O", "O", "O", "O", "N", "C", "C", "B", "B", "B", "B", "H", "H", "H", "H", "H", "H", "H", "H", "H"],
  "xyz": [[5.04669, 0.56087, -0.75054], [-1.22102, 2.60559, -2.48062], [1.59640, -0.38729, 0.58073], [-0.44286, -0.32162, -0.65375], [1.48833, 0.77149, -1.45564], [-0.59466, 3.16491, -0.17935], [-1.69332, -2.26175, 1.29790], [-0.23388, -1.97955, 1.42936], [2.18373, -0.12189, -0.62575], [0.32263, -0.85939, 0.39964], [-0.65058, 2.31815, -1.36777], [0.19907, 0.74938, -1.12675], [-1.43963, 2.95696, 0.38582], [-1.99893, 2.02391, -2.67245], [0.36203, -2.88672, 1.36196], [-2.03527, -2.49324, 0.28784], [0.20152, 2.94490, 0.43341], [3.17702, -0.70451, -0.91687], [-2.30872, -1.45336, 1.67514], [-0.05674, -1.50408, 2.40763], [-1.90181, -3.12277, 1.97008]],
  "forces_ev_per_angstrom": [[1.88, 0.60, 0.00], [-0.70, -1.68, -0.33], [0.06, -0.10, -1.18], [-1.16, 1.49, 0.04], [-0.20, 1.05, -0.08], [1.06, -3.25, 0.14], [-0.28, 0.15, 0.32], [-0.76, 0.35, -0.57], [0.34, -0.69, 0.86], [0.12, -1.51, 2.48], [-1.54, 4.67, 0.36], [1.22, -2.95, -0.32], [-0.16, 0.66, 0.01], [0.13, 0.31, -1.00], [0.38, 0.02, -0.19], [0.01, -0.52, 0.01], [0.07, 0.93, 0.22], [-0.67, 0.12, -0.37], [-0.08, 0.22, 0.07], [0.45, 0.18, -0.04], [-0.19, -0.08, -0.42]],
  "nbo_charge": [1.020, -0.647, -0.825, -0.789, -0.818, -0.697, -0.610, -0.684, 0.986, 1.179, 0.959, 1.096, 0.467, 0.589, 0.301, 0.259, 0.433, -0.080, 0.232, 0.308, 0.320]
}



{
  "formula": "C2H9BO3S",
  "method": "the ωB97M-V functional and the def2-TZVPD basis",
  "lumo_energy_ev": -2.68,
  "de_lowest_kj_mol": 153.0,
  "charge": 0,
  "homo_ev": -6.7772,
  "species": ["S", "O", "O", "O", "C", "C", "B", "H", "H", "H", "H", "H", "H", "H", "H", "H"],
  "xyz": [[-0.14535, -1.31279, 2.25189], [-2.45181, 1.65105, -0.19133], [0.84548, -0.21239, -1.39517], [1.95311, -0.96471, 0.57492], [0.76768, -0.41800, 0.93379], [-0.05327, -0.31741, -0.36871], [2.24181, -0.54928, -0.85731], [-3.09971, 1.27704, -0.81688], [-1.83604, 2.31044, -0.56942], [-0.73831, -1.17632, -0.48399], [-0.60569, -2.29999, 1.46513], [-0.66168, 0.60462, -0.28656], [-2.77851, 1.83765, 0.70921], [2.94905, 0.45729, -0.87698], [2.73910, -1.47847, -1.46583], [0.87415, 0.59126, 1.37722]],
  "forces_ev_per_angstrom": [[-0.12, 0.08, -0.09], [-0.49, 0.26, 0.04], [0.10, -0.05, 0.02], [-0.06, -0.21, -0.04], [-0.04, 0.03, -0.03], [0.14, 0.33, -0.01], [0.02, -0.01, 0.02], [0.03, -0.03, 0.00], [0.16, -0.14, 0.02], [-0.04, 0.01, 0.04], [0.09, -0.02, 0.07], [0.16, -0.30, -0.07], [0.04, -0.04, 0.03], [-0.06, 0.06, -0.01], [0.00, 0.02, 0.00], [0.08, 0.02, 0.02]],
  "nbo_charge": [-0.113, -0.769, -0.727, -0.698, 0.005, -0.056, 0.439, 0.581, 0.590, 0.135, 0.112, 0.059, 0.580, -0.150, -0.122, 0.134]
}



{
  "formula": "C2H9N2",
  "method": "the ωB97M-V functional and the def2-TZVPD basis",
  "lumo_energy_ev": -4.36,
  "de_lowest_kj_mol": 58.9,
  "charge": 1,
  "homo_ev": -16.3776,
  "species": ["N", "N", "C", "C", "H", "H", "H", "H", "H", "H", "H", "H", "H"],
  "xyz": [[-1.29113, -1.09527, 0.19930], [-1.65210, 1.16968, 0.33879], [2.17075, -0.10489, -0.11361], [-1.24200, 0.14804, -0.34910], [1.22889, -0.15712, -0.70661], [-1.80300, 2.04136, -0.14996], [-0.91422, -1.80614, -0.42167], [2.49893, 0.93498, -0.01296], [2.10378, -0.53639, 0.87936], [-1.01660, 0.01318, -1.40072], [-1.17815, -1.28375, 1.18958], [2.87473, -0.57322, -0.78853], [-1.77990, 1.24952, 1.33612]],
  "forces_ev_per_angstrom": [[1.24, 1.10, -1.07], [0.43, 1.60, -1.36], [-0.40, 0.71, -0.94], [-1.30, -3.71, 2.14], [0.42, 0.20, 0.76], [0.21, 0.10, -0.02], [-0.12, -0.09, 0.47], [-0.28, -0.11, -0.05], [-0.03, -0.36, -0.17], [-0.21, 1.49, -0.18], [-0.35, 0.15, -0.08], [0.43, -0.42, 0.37], [-0.03, -0.68, 0.12]],
  "nbo_charge": [-0.709, -0.690, -0.847, 0.402, 0.159, 0.439, 0.425, 0.231, 0.221, 0.255, 0.428, 0.241, 0.444]
}



{
  "formula": "C2H9N2",
  "method": "the ωB97M-V functional and the def2-TZVPD basis",
  "lumo_energy_ev": -3.79,
  "de_lowest_kj_mol": 146.8,
  "charge": 1,
  "homo_ev": -13.0641,
  "species": ["N", "N", "C", "C", "H", "H", "H", "H", "H", "H", "H", "H", "H"],
  "xyz": [[-1.01339, 1.04818, -1.09298], [1.06447, -0.80241, -0.45170], [0.93279, -0.50563, 0.84840], [-0.20432, -0.42850, 1.57121], [-0.68305, 1.91857, -1.42564], [1.93313, -0.61011, -0.75509], [-1.18221, 1.15554, -0.03607], [-0.08451, -0.47230, 2.62788], [-1.87231, 0.69616, -1.51670], [-1.12447, -0.79628, 1.05675], [1.71973, 0.14580, 1.25806], [0.73845, -1.69045, -0.88711], [-0.22431, 0.34144, -1.19702]],
  "forces_ev_per_angstrom": [[-0.23, -1.35, 2.43], [-3.11, -1.80, -2.19], [-0.91, 2.53, 2.82], [-0.24, -1.84, -1.87], [0.01, 1.30, -0.84], [3.62, 0.61, -1.58], [0.43, -0.35, -1.59], [-0.48, 0.76, 0.67], [0.11, 0.39, -0.26], [0.46, -0.08, 0.96], [0.48, -1.15, -0.04], [0.14, 0.84, 1.09], [-0.28, 0.14, 0.40]],
  "nbo_charge": [-0.901, -0.844, 0.015, -0.535, 0.442, 0.395, 0.470, 0.248, 0.450, 0.172, 0.210, 0.417, 0.461]
}



{
  "formula": "C2H9N2",
  "method": "the ωB97M-V functional and the def2-TZVPD basis",
  "spin_multiplicity": 2,
  "lumo_energy_ev": [-11.33, -15.01],
  "de_lowest_kj_mol": 214.0,
  "charge": 2,
  "homo_ev": [-20.2922, -20.2374],
  "species": ["N", "N", "C", "C", "H", "H", "H", "H", "H", "H", "H", "H", "H"],
  "xyz": [[0.24708, 1.88065, 1.44089], [-0.18612, -0.57086, 0.40292], [0.00962, -0.68955, -1.02953], [-0.14451, -1.82799, -1.83972], [1.19786, 2.21213, 1.25970], [-0.36961, 2.56006, 0.98677], [0.15386, 2.11316, 2.43681], [0.49337, 0.18363, -1.47152], [0.57724, -0.98377, 0.96081], [-0.06824, -1.59394, -2.90546], [-0.54426, -2.79765, -1.54017], [-0.28113, 0.51136, 0.64059], [-1.08516, -0.99722, 0.65792]],
  "forces_ev_per_angstrom": [[-0.32, 0.61, -0.25], [-1.47, -0.37, -1.86], [1.45, 0.24, 0.86], [-1.37, 0.30, -0.60], [-0.09, -0.15, -0.34], [0.23, 0.18, 0.11], [-0.33, -0.57, -0.11], [-0.19, 0.01, -0.01], [0.07, 0.14, 0.10], [0.30, -0.44, 0.03], [0.38, -0.04, 0.21], [1.25, 0.55, 1.45], [0.08, -0.46, 0.41]],
  "nbo_charge": [-1.092, -0.790, 0.279, 0.057, 0.412, 0.407, 0.431, 0.265, 0.506, 0.279, 0.276, 0.490, 0.477]
}



{
  "formula": "C2H9N2O",
  "method": "the ωB97M-V functional and the def2-TZVPD basis",
  "lumo_energy_ev": 4.48,
  "de_lowest_kj_mol": 49.2,
  "charge": -1,
  "homo_ev": -2.7357,
  "species": ["O", "N", "N", "C", "C", "H", "H", "H", "H", "H", "H", "H", "H", "H"],
  "xyz": [[0.16669, -0.49215, 1.56857], [1.28349, 0.15778, -1.27129], [-1.03353, -0.62424, -0.87717], [-0.17579, 0.56754, 2.34916], [-0.10945, 0.01433, -1.78434], [-0.46478, 1.03421, -1.96532], [0.49180, 0.68068, 3.22269], [1.26489, -0.13405, -0.31145], [-0.08202, 1.54950, 1.82122], [-1.26325, -1.57995, -1.11290], [-0.60999, -0.66967, 0.09713], [-0.12564, -0.53752, -2.72741], [1.87019, -0.50867, -1.75864], [-1.21260, 0.54221, 2.74974]],
  "forces_ev_per_angstrom": [[0.10, -0.32, -0.15], [-0.27, -0.23, -1.22], [-0.14, -0.31, 0.70], [0.33, 0.07, -0.45], [0.10, 0.15, 0.30], [-0.04, -0.01, -0.18], [0.04, 0.05, 0.38], [-0.04, -0.02, 1.05], [-0.16, 0.06, 0.03], [0.27, -0.05, -0.34], [-0.37, 0.47, -0.01], [0.20, 0.23, -0.24], [0.07, -0.08, 0.08], [-0.09, -0.02, 0.05]],
  "nbo_charge": [-0.984, -0.886, -0.923, -0.199, -0.038, 0.135, 0.093, 0.402, 0.089, 0.326, 0.435, 0.136, 0.324, 0.090]
}



{
  "formula": "C2H9N2O",
  "method": "the ωB97M-V functional and the def2-TZVPD basis",
  "lumo_energy_ev": -3.68,
  "de_lowest_kj_mol": 230.6,
  "charge": 1,
  "smiles": "[NH3+]CNCO",
  "homo_ev": -14.0152,
  "species": ["O", "N", "N", "C", "C", "H", "H", "H", "H", "H", "H", "H", "H", "H"],
  "xyz": [[-1.86535, -0.66534, -1.04794], [0.23590, -0.48336, -0.18918], [0.56652, 0.95917, 1.64390], [0.71815, 0.82500, 0.12522], [-0.53115, -1.05290, -1.28040], [0.01093, 1.53162, -0.31054], [-2.38176, -0.76383, -1.86895], [1.73753, 1.12558, -0.10761], [-0.11976, -0.70952, -2.23243], [0.01631, 1.68721, 2.10607], [0.59327, -1.20687, 0.40352], [-0.47031, -2.14206, -1.25433], [1.42515, 0.81922, 2.17915], [0.06457, 0.07610, 1.83352]],
  "forces_ev_per_angstrom": [[-0.45, 0.18, -0.90], [0.99, -1.07, 1.00], [-0.25, -1.76, 0.99], [-1.53, 0.37, -0.95], [-0.15, 1.15, 0.16], [0.28, 0.21, -0.09], [0.20, 0.05, 0.46], [0.17, -0.34, -0.05], [-0.34, 0.10, -0.15], [0.10, 0.40, -0.65], [0.56, -0.26, -0.02], [0.46, 0.07, 0.27], [0.32, 0.50, -0.26], [-0.36, 0.39, 0.20]],
  "nbo_charge": [-0.722, -0.672, -0.701, -0.028, 0.100, 0.236, 0.488, 0.210, 0.172, 0.458, 0.377, 0.191, 0.440, 0.452]
}



{
  "formula": "C2H9N2O",
  "method": "the ωB97M-V functional and the def2-TZVPD basis",
  "lumo_energy_ev": -3.32,
  "de_lowest_kj_mol": 277.8,
  "charge": 1,
  "homo_ev": -13.3570,
  "species": ["O", "N", "N", "C", "C", "H", "H", "H", "H", "H", "H", "H", "H", "H"],
  "xyz": [[2.09684, 1.32287, 0.59654], [0.30342, -0.39751, -0.12393], [-1.79580, 1.25184, -0.31602], [0.45470, -2.92471, -0.03768], [0.35794, -1.63913, -0.13436], [0.70725, -3.43060, -0.93844], [3.02862, 1.54000, 0.51681], [1.70417, 1.99204, 1.23423], [-2.38504, 1.20010, -1.10734], [-2.42001, 1.45166, 0.49505], [0.21186, -3.62857, 0.65854], [-0.83243, 0.42174, -0.12818], [1.05456, 0.34790, -0.08685], [-1.31798, 2.13823, -0.39751]],
  "forces_ev_per_angstrom": [[-0.74, 1.71, 1.34], [-1.48, 0.45, -0.69], [0.57, 0.84, 2.50], [0.30, 1.41, -2.50], [0.53, 1.19, 1.36], [0.14, -0.14, -1.06], [0.20, 0.07, -0.06], [0.95, -1.18, -1.08], [-0.64, -0.61, -1.25], [0.49, -0.75, -0.54], [-0.51, -0.95, 2.63], [-0.47, -0.80, -0.77], [0.30, -1.65, 0.47], [0.35, 0.42, -0.34]],
  "nbo_charge": [-0.955, -0.751, -0.949, -0.559, 0.503, 0.269, 0.515, 0.501, 0.423, 0.423, 0.273, 0.443, 0.460, 0.406]
}



{
  "formula": "C2H9N2O",
  "method": "the ωB97M-V functional and the def2-TZVPD basis",
  "spin_multiplicity": 2,
  "lumo_energy_ev": [-11.15, -13.20],
  "de_lowest_kj_mol": 271.0,
  "charge": 2,
  "homo_ev": [-17.1771, -17.1775],
  "species": ["O", "N", "N", "C", "C", "H", "H", "H", "H", "H", "H", "H", "H", "H"],
  "xyz": [[-1.16564, -3.13765, -1.72995], [1.54108, 1.10637, -0.46995], [-0.30191, 0.99335, 1.83194], [0.23014, 0.89998, -0.63537], [-0.55113, 0.48459, 0.46150], [-0.25803, -3.29724, -1.43663], [-0.87919, 0.47663, 2.49959], [-0.43704, 2.00539, 1.91474], [0.67758, 0.85363, 2.13566], [-1.21291, -0.37953, 0.47567], [-1.47009, -4.01755, -1.99588], [2.03574, 0.95745, -1.35937], [-0.17490, 1.10115, -1.63772], [1.96631, 1.95343, -0.05425]],
  "forces_ev_per_angstrom": [[0.41, 0.02, 0.28], [0.01, 1.23, -1.53], [1.12, -0.55, -0.50], [0.49, 0.47, 0.21], [-0.29, 0.45, 1.01], [-0.21, -0.15, -0.18], [-0.31, 0.18, 0.29], [-0.54, 0.22, 0.09], [0.01, -0.23, 0.02], [-0.44, 0.32, -0.71], [-0.11, 0.23, -0.01], [-0.01, 0.30, -0.01], [-0.14, -1.63, -0.01], [0.01, -0.85, 1.05]],
  "nbo_charge": [-0.960, -0.636, -0.731, 0.186, 0.157, 0.463, 0.496, 0.487, 0.481, 0.306, 0.499, 0.464, 0.309, 0.481]
}